No. 1
The following is a DFT calculation (ωB97M-V with the def2-TZVPD basis set) of C25H25Cl5N3O4Ti as an isolated structure.

Calculated values
Charge = +1
HOMO-LUMO gap (spin up / spin down) = 6.786 / 6.821 eV

Element x y z (Å)
Ti 0.46432 -0.05952 -0.73300
C -0.16036 -2.71200 1.12543
C -0.00812 -2.17711 2.53373
O -0.07431 -0.77600 2.45798
C 0.26374 -0.11512 3.66021
C 0.28712 1.37428 3.37844
O 1.06297 1.69410 2.23776
C 2.45670 1.57067 2.35788
C 2.98909 1.24356 0.97860
O 2.36668 0.05857 0.42604
C 2.77874 -1.13343 1.11440
C 2.12803 -2.32950 0.45852
O 0.74011 -2.04418 0.20136
H -1.16021 -2.53152 0.74832
H 0.04509 -3.78287 1.08615
H 0.94442 -2.49295 2.98380
H -0.81157 -2.59447 3.15275
H 1.23643 -0.47882 4.02258
H -0.47010 -0.32023 4.44841
H 0.63563 1.91323 4.26608
H -0.72010 1.71100 3.13578
H 2.74048 0.80338 3.08449
H 2.91386 2.51057 2.68986
H 4.07025 1.08932 1.00031
H 2.76057 2.04890 0.28694
H 2.48003 -1.05882 2.15850
H 3.86699 -1.22145 1.05623
H 2.21258 -3.19725 1.11293
H 2.58839 -2.57712 -0.49171
C -4.49762 -2.52903 0.01778
C -4.36756 -1.55270 0.99759
C -3.32589 -0.63950 0.95248
C -2.40498 -0.70898 -0.08735
C -2.53617 -1.67548 -1.07967
C -3.58122 -2.58515 -1.02233
N -1.28531 0.16192 -0.13535
N -1.48579 1.36474 0.47922
C -0.60906 2.26953 0.08210
C -0.73280 3.63174 0.49307
C 0.04440 4.57211 -0.08906
C 0.99191 4.19593 -1.09005
C 1.13877 2.88788 -1.39470
N 0.39740 1.90942 -0.78092
H -5.31616 -3.23477 0.05776
H -5.08605 -1.49860 1.80494
H -3.21581 0.12819 1.70390
H -1.83416 -1.70872 -1.90509
H -3.68622 -3.32878 -1.80116
H -1.48464 3.87154 1.23156
H -0.06035 5.61239 0.18757
H 1.59086 4.93570 -1.60017
H 1.85420 2.54097 -2.13106
Cl -2.23034 1.29168 -2.86077
C -0.96719 0.38091 -3.60306
C 0.07909 -0.12690 -2.82951
C 1.10745 -0.71912 -3.53412
Cl 2.49617 -1.17834 -2.55620
C 1.14452 -0.91043 -4.90542
Cl 2.47817 -1.66743 -5.66755
C 0.05004 -0.45281 -5.63760
Cl 0.01574 -0.67398 -7.33268
C -0.99968 0.20806 -4.98841
Cl -2.30920 0.81278 -5.91453

Cartesian forces, eV/Å:
Ti 0.10 -0.18 -0.14
C -0.04 0.03 0.04
C 0.02 0.00 -0.05
O -0.02 -0.02 0.02
C 0.01 0.00 0.02
C 0.01 0.00 -0.01
O -0.02 0.01 0.00
C 0.02 -0.02 0.00
C 0.02 0.01 0.00
O 0.01 -0.06 0.00
C 0.00 0.02 -0.03
C 0.00 0.01 0.02
O 0.08 0.01 -0.02
H 0.01 0.00 0.00
H 0.01 0.00 0.01
H 0.00 0.00 0.01
H -0.01 0.00 -0.01
H 0.00 0.00 0.00
H 0.00 -0.01 0.00
H 0.00 -0.01 0.00
H 0.00 -0.01 0.00
H -0.01 0.01 0.01
H 0.00 0.00 -0.01
H 0.00 -0.01 0.00
H -0.02 0.01 0.01
H 0.00 0.00 0.00
H 0.00 -0.01 0.01
H 0.00 0.00 0.00
H 0.01 0.00 0.00
C 0.00 0.00 0.01
C 0.00 -0.01 0.01
C 0.02 0.01 -0.01
C 0.03 -0.04 -0.02
C -0.03 -0.03 -0.02
C 0.01 0.01 -0.01
N -0.16 0.20 0.12
N 0.03 -0.08 -0.07
C -0.04 0.10 0.06
C 0.00 0.06 0.00
C -0.02 -0.03 0.01
C 0.02 -0.02 -0.02
C 0.02 0.00 -0.04
N -0.08 0.00 0.07
H 0.00 0.00 0.01
H 0.00 0.00 0.00
H 0.00 0.00 0.00
H 0.01 0.02 0.01
H 0.00 0.00 0.00
H 0.00 0.00 0.00
H 0.01 0.01 -0.01
H -0.01 0.02 0.01
H 0.00 0.00 0.00
Cl 0.00 -0.02 -0.01
C -0.01 0.02 0.00
C 0.06 0.01 0.05
C 0.06 -0.02 0.01
Cl -0.04 0.00 -0.03
C -0.05 0.02 0.01
Cl 0.02 -0.01 0.00
C 0.00 0.01 0.02
Cl 0.00 0.00 -0.02
C 0.02 0.00 -0.02
Cl -0.01 0.00 0.00

Mulliken population analysis, charges in e, atoms 1 to 5: Ti -1.27; C -0.33; C -0.69; O 0.03; C -0.77

No. 2
The following is a DFT calculation (ωB97M-V with the def2-TZVPD basis set) of one molecule with the formula C25H25ClN2O5S.

Calculated values
Charge = 0
HOMO-LUMO gap = 8.523 eV
SMILES = COc1ccc(Cl)cc1NC(=S)N(Cc1ccc(C(=O)O)cc1)Cc1ccc(OC)c(OC)c1

Element x y z (Å)
C -1.14105 3.04628 -2.94445
H -1.72101 2.63659 -3.77641
O -1.16046 2.18380 -1.83145
C -2.37594 1.83519 -1.29997
C -3.60315 2.30747 -1.73215
C -4.77521 1.87276 -1.13008
C -4.71185 0.97116 -0.08549
C -3.49439 0.49259 0.37389
C -2.32412 0.91314 -0.23500
N -1.05899 0.50764 0.19361
C -0.67617 -0.76848 0.49243
N 0.62828 -0.92867 0.83124
C 1.11299 -2.26917 1.07758
C 0.64165 -2.84152 2.39385
C 0.44530 -2.02445 3.50121
C 0.02763 -2.56184 4.70121
C -0.19571 -3.93187 4.81538
C -0.00042 -4.75428 3.70839
C 0.41436 -4.20796 2.51100
H 0.55204 -4.84467 1.64976
H -0.18255 -5.81384 3.79352
C -0.63934 -4.46812 6.11776
O -0.79937 -3.80774 7.11529
O -0.85183 -5.79491 6.10744
H -1.14709 -6.08226 6.98522
H -0.13440 -1.93667 5.56617
H 0.60797 -0.95991 3.42282
H 2.20662 -2.24808 1.05611
H 0.76584 -2.92260 0.27003
C 1.51484 0.19908 1.01613
C 1.86609 0.93283 -0.26437
C 2.43436 2.19071 -0.19604
C 2.74277 2.88879 -1.35480
C 2.46494 2.34846 -2.59771
C 1.88207 1.06273 -2.67655
C 1.61065 0.36792 -1.51193
H 1.17483 -0.61687 -1.56064
O 1.61741 0.61205 -3.92923
C 0.94249 -0.61511 -4.06757
H 0.77786 -0.73979 -5.13643
H 1.54413 -1.45145 -3.69688
H -0.02234 -0.60419 -3.55016
O 2.68884 2.96505 -3.79171
C 3.30386 4.22921 -3.78563
H 4.29657 4.19259 -3.32549
H 3.40313 4.51116 -4.83248
H 2.69092 4.97481 -3.26746
H 3.18699 3.86715 -1.27006
H 2.63924 2.64018 0.76395
H 2.43340 -0.17039 1.48059
H 1.06274 0.91483 1.71640
S -1.70132 -2.06425 0.41770
H -0.32793 1.12453 -0.14551
H -3.45573 -0.20796 1.19059
Cl -6.16680 0.43887 0.67559
H -5.72800 2.23858 -1.47669
H -3.66771 3.01111 -2.54615
H -0.09618 3.12038 -3.23991
H -1.52177 4.03943 -2.68644

Cartesian forces, eV/Å:
C 0.05 0.16 -0.18
H 0.00 0.00 0.03
O -0.29 -0.29 0.40
C 0.11 -0.22 0.14
C 0.14 0.06 -0.08
C 0.00 -0.11 0.11
C 0.27 0.17 -0.18
C -0.04 0.18 -0.07
C -0.43 0.25 -0.25
N 0.70 0.25 0.12
C -0.20 -0.18 -0.13
N 0.01 0.24 -0.04
C 0.05 -0.33 -0.03
C 0.03 -0.10 0.11
C 0.06 -0.09 -0.11
C -0.06 -0.20 0.16
C 0.07 0.08 -0.29
C -0.01 0.05 0.17
C 0.12 0.14 -0.02
H -0.02 -0.07 -0.12
H -0.01 -0.08 -0.01
C -0.11 0.18 0.60
O 0.01 0.01 -0.09
O -0.03 -0.48 -0.23
H 0.08 0.31 -0.06
H -0.01 0.04 0.07
H -0.01 0.12 -0.02
H -0.07 0.09 -0.02
H 0.14 0.07 0.11
C 0.21 0.22 0.03
C 0.20 0.14 0.00
C -0.14 -0.25 0.06
C 0.03 0.10 -0.24
C -0.03 -0.12 -0.17
C 0.10 0.15 -0.10
C 0.08 0.00 -0.13
H -0.11 -0.11 -0.04
O 0.20 0.41 0.17
C -0.16 -0.27 -0.02
H 0.00 -0.03 0.08
H -0.03 0.04 0.01
H 0.04 0.00 0.01
O -0.19 -0.40 0.14
C 0.10 0.23 0.01
H -0.04 0.00 0.00
H 0.02 0.03 0.09
H 0.03 -0.03 0.00
H 0.04 0.11 -0.06
H 0.01 0.07 0.13
H -0.15 0.01 0.02
H 0.07 -0.09 -0.04
S -0.37 -0.44 -0.13
H -0.06 -0.05 0.09
H -0.01 0.01 0.04
Cl -0.25 -0.10 0.13
H -0.10 0.02 -0.02
H 0.04 0.07 -0.08
H -0.05 0.04 -0.04
H -0.01 -0.04 -0.01

Mulliken population analysis, charges in e, atoms 1 to 5: C -0.86; H 0.42; O -0.24; C 0.37; C -0.46

No. 3
The following is a DFT calculation (ωB97M-V with the def2-TZVPD basis set) of C25H25F3N2O4S3 as an isolated structure.

Calculated values
Charge = 0
HOMO-LUMO gap = 6.213 eV

Element x y z (Å)
C -1.47751 3.40602 4.13348
C -0.43567 2.49933 4.37711
C 0.23504 1.91615 3.30807
C -0.13031 2.20052 1.97453
C 0.64758 1.64620 0.90442
C 0.78304 2.21382 -0.34697
N 1.97415 2.32142 -0.94580
C 2.21634 3.01572 -2.21137
C 3.73117 2.88138 -2.46047
C 4.34289 2.22166 -1.21831
C 3.18973 1.92092 -0.25620
C -1.19345 3.10900 1.74425
C -1.85541 3.69872 2.81464
H -1.98445 3.89014 4.97078
H -0.12885 2.25167 5.39375
H 1.07399 1.23584 3.47067
H 1.39684 0.91720 1.20962
H -0.09801 2.61658 -0.85903
H 1.61241 2.58282 -3.02430
H 1.93296 4.07657 -2.11483
H 3.90453 2.27023 -3.34914
H 4.17484 3.86286 -2.63863
H 4.85624 1.29304 -1.46544
H 5.06098 2.87514 -0.72578
H 3.31127 2.48808 0.68139
H 3.17157 0.85607 0.02214
H -1.47635 3.36346 0.72545
H -2.67227 4.39918 2.61613
F -1.84566 -5.09680 -0.38875
C -1.22626 -3.96562 0.06168
F -0.91551 -4.14468 1.36798
F -0.07891 -3.78232 -0.62915
S -2.48862 -2.67734 -0.17799
N -1.80728 -1.14466 -0.55410
S -2.51284 -0.11199 0.70364
C -1.42642 -0.81876 1.92308
C -1.90647 -1.13677 3.20132
C -1.01319 -1.66966 4.13391
C 0.34138 -1.83732 3.80305
C 0.79071 -1.57016 2.50755
C -0.12681 -1.15495 1.54855
O -2.15190 1.19270 0.22278
O -3.88646 -0.43605 0.96657
S -1.69752 -0.52085 -2.19351
C -1.26621 -1.95790 -3.13753
C 0.08736 -2.24930 -3.33662
C 0.44130 -3.35326 -4.11245
C -0.55107 -4.14020 -4.70510
C -1.90246 -3.85138 -4.49077
C -2.26727 -2.75404 -3.70841
O -3.01032 -0.06053 -2.55887
O -0.54850 0.34815 -2.16966
H -2.97247 -1.01110 3.41111
H -1.37011 -1.96117 5.12809
H 1.06526 -2.19338 4.54245
H 1.84334 -1.68815 2.23449
H 0.16055 -1.05191 0.50367
H 0.84414 -1.64053 -2.83984
H 1.50006 -3.59258 -4.24283
H -0.26912 -4.99239 -5.32147
H -2.68307 -4.47704 -4.92997
H -3.31295 -2.52777 -3.49307

Cartesian forces, eV/Å:
C 0.09 -0.19 0.16
C -0.28 0.28 -0.24
C -0.26 -0.01 -0.45
C -1.01 0.43 0.51
C 1.14 0.13 -1.06
C -0.79 -0.24 1.46
N 0.62 -0.55 -0.81
C -0.19 0.02 0.08
C -0.18 0.04 -0.30
C -0.06 -0.16 0.20
C 0.14 -0.01 0.09
C 0.34 0.12 0.67
C 0.18 -0.12 0.03
H 0.11 -0.17 -0.26
H -0.13 0.15 -0.20
H -0.24 0.16 0.06
H 0.27 0.61 0.11
H 0.55 0.39 0.17
H 0.20 0.08 0.26
H -0.01 -0.24 -0.01
H 0.05 0.11 0.08
H -0.05 -0.12 -0.08
H 0.09 0.10 -0.10
H 0.07 -0.01 -0.10
H -0.29 -0.13 -0.11
H -0.06 0.25 -0.14
H 0.05 -0.02 0.33
H 0.29 -0.22 0.13
F 0.73 0.73 0.57
C 0.55 -0.01 -0.14
F -0.10 -0.13 -1.01
F -0.72 -0.20 0.55
S -0.80 -0.14 -1.24
N -0.93 -0.95 0.35
S 1.10 0.44 -1.40
C -0.16 -0.40 0.91
C 0.13 0.11 -0.31
C 0.14 -0.06 0.02
C -0.08 0.13 -0.05
C -0.40 -0.12 0.15
C 0.39 0.59 -0.08
O -0.76 -0.99 0.48
O 0.75 0.11 0.09
S -0.13 0.18 0.36
C 0.05 -0.41 -0.23
C -0.12 -0.10 0.24
C -0.08 0.12 0.01
C -0.04 0.18 0.22
C 0.01 0.20 0.06
C 0.10 0.02 0.26
O 0.74 -0.24 -0.02
O -0.78 -0.46 -0.12
H 0.45 0.07 0.09
H 0.15 0.20 -0.43
H -0.41 0.10 -0.16
H -0.42 -0.15 0.10
H 0.11 0.18 0.47
H -0.21 -0.11 -0.26
H -0.41 0.06 -0.03
H -0.07 0.18 0.15
H 0.31 0.21 0.13
H 0.30 -0.03 -0.21

Mulliken population analysis, charges in e, atoms 1 to 5: C -0.49; C -0.75; C -0.33; C 1.14; C -0.54

No. 4
The following is a DFT calculation (ωB97M-V with the def2-TZVPD basis set) of a 2-piece molecular cluster, C25H25N2OS overall.

Calculated values
Charge = +1
HOMO-LUMO gap = 4.890 eV

Element x y z (Å)
C 4.99500 -3.74311 0.07108
C 3.67005 -4.23144 -0.51330
N 2.59978 -3.24508 -0.27411
C 1.16939 -3.53796 -0.37733
C 0.58025 -2.12164 -0.26164
N 1.65978 -1.22017 -0.15380
C 2.78895 -1.85602 -0.14610
S 4.36340 -1.05319 0.02298
C 5.39621 -2.40070 -0.54010
H 4.86861 -3.61182 1.15311
H 5.79089 -4.49237 -0.04780
H 3.76020 -4.38027 -1.59357
H 3.37114 -5.19694 -0.09241
H 0.95208 -4.01748 -1.33581
H 0.86132 -4.20446 0.43444
H -0.02982 -1.85425 -1.13538
H -0.05607 -2.01191 0.62683
H 6.43992 -2.15444 -0.31513
H 5.31140 -2.44164 -1.63022
C -6.47903 -1.00008 -1.18332
C -6.29049 -0.13959 -0.11706
C -5.64080 1.05872 -0.30340
C -5.16484 1.42162 -1.56685
O -4.38875 2.59475 -1.78264
C -3.06672 2.58727 -1.28106
C -1.97994 2.36081 -2.14068
C -0.71353 2.23718 -1.65228
C -0.43857 2.35250 -0.26468
C 0.89944 2.18465 0.14775
C 1.54242 2.21862 1.42012
C 2.94723 2.09110 1.43633
C 3.66023 2.21593 2.60229
C 3.01252 2.45895 3.79827
C 1.63325 2.53652 3.82789
C 0.90648 2.39461 2.66885
C -1.53828 2.66170 0.57956
C -2.80686 2.75948 0.08720
C -5.39166 0.55166 -2.63585
C -6.03495 -0.64768 -2.44457
H -6.98281 -1.94027 -1.03523
H -6.67397 -0.39811 0.85752
H -5.50190 1.73871 0.51761
H -2.17629 2.27918 -3.19409
H 0.10069 2.05041 -2.33162
H 1.58350 2.02710 -0.67058
H 3.46715 1.90112 0.51315
H 4.73446 2.13849 2.58672
H 3.58311 2.58921 4.70389
H 1.12807 2.71453 4.76546
H -0.16039 2.36048 2.74339
H -1.38468 2.88045 1.61459
H -3.63643 2.99349 0.73156
H -5.03428 0.84518 -3.60669
H -6.20591 -1.30377 -3.28326

Cartesian forces, eV/Å:
C -0.20 0.00 0.38
C -0.51 0.45 -0.04
N 1.64 0.55 0.49
C 0.61 -0.07 -0.08
C -1.30 -0.64 -0.01
N 2.59 1.84 0.29
C -2.07 -1.14 -0.45
S -0.93 -0.10 0.22
C 0.49 -0.64 -0.51
H 0.04 -0.02 -0.11
H -0.29 0.20 -0.27
H 0.17 -0.11 -0.11
H 0.04 0.19 0.13
H -0.07 -0.03 0.03
H -0.02 0.02 -0.12
H -0.01 -0.13 0.18
H -0.04 -0.17 -0.19
H -0.29 0.11 0.12
H 0.11 -0.09 0.07
C -0.08 -0.14 0.02
C -0.24 -0.25 -0.08
C 0.59 1.05 -0.46
C 0.18 -1.04 0.34
O 1.48 -0.07 0.57
C -0.94 -0.87 -0.24
C -1.10 0.21 -0.32
C 0.35 0.09 0.47
C -0.21 0.16 0.08
C -0.09 -0.05 0.43
C -0.10 -0.06 0.11
C -0.18 0.10 -0.31
C 0.42 -0.04 -0.02
C 0.19 0.10 -0.06
C -0.47 0.06 0.06
C -0.05 -0.14 -0.01
C 0.32 0.05 -0.23
C -0.68 0.11 -0.34
C 0.67 1.17 0.09
C -0.29 -0.18 0.11
H -0.09 -0.14 0.04
H 0.02 -0.01 0.12
H 0.00 0.11 0.26
H -0.03 -0.09 -0.26
H 0.16 -0.12 -0.13
H 0.20 -0.17 -0.19
H 0.09 -0.01 -0.23
H 0.15 -0.06 -0.05
H 0.06 -0.03 0.12
H -0.09 -0.08 0.03
H -0.18 0.11 0.09
H -0.05 -0.01 0.21
H -0.05 0.05 0.18
H 0.08 0.01 -0.29
H 0.02 -0.06 -0.09

Mulliken population analysis, charges in e, atoms 1 to 5: C -0.73; C -0.57; N 0.15; C -0.61; C -0.57

ΔE to the lowest compared entry with this formula, charge and spin list, top to bottom, in eV: 0.009 0.047 0.000 0.690